Entry 1:
Entry from the Open Molecules 2025 dataset: a 6-piece molecular cluster, C45H40F14O6S overall (the ωB97M-V functional and the def2-TZVPD basis).

Geometry as ORCA input:
```
! wB97M-V def2-TZVPD RIJCOSX def2/J DEFGRID3
* xyz 0 1
C 3.890 4.272 -3.385
C 2.908 4.927 -3.156
C 1.707 5.512 -2.571
S 1.073 6.762 -3.774
O 1.991 6.281 -1.451
C 2.209 5.541 -0.263
C 2.813 6.435 0.805
O 4.200 6.450 0.736
C 4.870 6.558 1.998
C 5.679 5.274 2.270
C 7.170 5.578 2.228
C 8.030 4.332 2.490
O 7.442 6.058 0.906
C 2.259 7.861 0.732
F 0.940 7.869 0.580
F 2.500 8.486 1.896
F 2.817 8.572 -0.214
C 0.585 4.416 -2.365
O -0.539 4.623 -2.698
C 0.839 2.986 -1.790
F 2.128 2.677 -1.644
F 0.344 2.136 -2.693
C 0.144 2.730 -0.399
F -0.771 3.663 -0.127
F 1.090 2.789 0.535
C -0.576 1.372 -0.313
F -1.647 1.439 -1.095
F 0.210 0.369 -0.680
C -1.132 1.021 1.104
O -1.985 0.196 1.172
O -0.647 1.617 2.225
H 4.733 3.662 -3.545
H 0.880 5.936 -4.816
H 2.828 4.660 -0.410
H 1.244 5.221 0.133
H 2.441 6.047 1.755
H 4.184 6.782 2.810
H 5.549 7.399 1.920
H 5.390 4.860 3.233
H 5.436 4.557 1.491
H 7.360 6.367 2.955
H 8.356 3.967 1.526
H 8.890 4.610 3.088
H 7.468 3.560 3.002
H 8.096 6.755 0.986
H -0.993 2.511 2.336
F 2.992 -5.042 2.762
C 2.357 -3.860 2.621
C 1.886 -3.501 1.375
C 1.226 -2.289 1.233
C 1.055 -1.456 2.330
C 1.541 -1.835 3.574
C 2.195 -3.049 3.725
H 2.035 -4.163 0.532
H 0.843 -1.997 0.264
H 0.542 -0.512 2.219
H 1.410 -1.185 4.428
H 2.574 -3.368 4.687
F -3.764 2.123 -7.768
C -3.690 1.726 -6.482
C -2.702 2.255 -5.674
C -2.630 1.846 -4.350
C -3.535 0.916 -3.861
C -4.518 0.394 -4.689
C -4.602 0.802 -6.012
H -2.003 2.974 -6.080
H -1.868 2.253 -3.701
H -3.475 0.596 -2.830
H -5.211 -0.335 -4.299
H -5.364 0.412 -6.674
F -6.893 -1.093 -3.013
C -6.776 -1.451 -1.717
C -5.790 -0.864 -0.948
C -5.669 -1.233 0.384
C -6.527 -2.181 0.925
C -7.510 -2.760 0.135
C -7.641 -2.392 -1.196
H -5.128 -0.132 -1.391
H -4.903 -0.779 0.999
H -6.427 -2.470 1.963
H -8.175 -3.503 0.554
H -8.403 -2.829 -1.828
F 0.359 -11.680 4.342
C 0.880 -10.487 3.993
C 1.797 -9.884 4.832
C 2.334 -8.658 4.468
C 1.945 -8.049 3.283
C 1.019 -8.671 2.456
C 0.483 -9.901 2.808
H 2.081 -10.373 5.755
H 3.058 -8.176 5.112
H 2.363 -7.092 3.004
H 0.711 -8.197 1.533
H -0.235 -10.405 2.174
F -2.479 -7.758 -0.664
C -3.185 -6.633 -0.895
C -4.474 -6.736 -1.376
C -5.199 -5.575 -1.607
C -4.625 -4.335 -1.365
C -3.325 -4.254 -0.886
C -2.597 -5.409 -0.642
H -4.900 -7.713 -1.564
H -6.214 -5.640 -1.978
H -5.191 -3.433 -1.548
H -2.877 -3.287 -0.699
H -1.585 -5.367 -0.260
*
```

## Properties
Molecular weight   974.848 g mol⁻¹
SMILES   C#C[C@](S)(OC[C@@H](OCC[C@@H](C)O)C(F)(F)F)C(=O)C(F)(F)C(F)(F)C(F)(F)C(=O)O.Fc1ccccc1.Fc1ccccc1.Fc1ccccc1.Fc1ccccc1.Fc1ccccc1
LUMO   -0.0221 Eh

These are the Löwdin partial charges, in e, on atoms 1 to 99: atom 1 (C): 0.18, atom 2 (C): -0.11, atom 3 (C): -0.72, atom 4 (S): 0.90, atom 5 (O): -0.11, atom 6 (C): -0.10, atom 7 (C): -0.22, atom 8 (O): -0.05, atom 9 (C): -0.16, atom 10 (C): -0.12, atom 11 (C): -0.44, atom 12 (C): -0.04, atom 13 (O): -0.04, atom 14 (C): -0.62, atom 15 (F): 0.17, atom 16 (F): 0.14, atom 17 (F): 0.20, atom 18 (C): -0.23, atom 19 (O): 0.15, atom 20 (C): -0.37, atom 21 (F): 0.14, atom 22 (F): 0.15, atom 23 (C): -0.37, atom 24 (F): 0.17, atom 25 (F): 0.16, atom 26 (C): -0.40, atom 27 (F): 0.17, atom 28 (F): 0.18, atom 29 (C): -0.40, atom 30 (O): 0.20, atom 31 (O): 0.11, atom 32 (H): 0.04, atom 33 (H): -0.10, atom 34 (H): 0.14, atom 35 (H): 0.12, atom 36 (H): 0.17, atom 37 (H): 0.12, atom 38 (H): 0.12, atom 39 (H): 0.12, atom 40 (H): 0.13, atom 41 (H): 0.14, atom 42 (H): 0.08, atom 43 (H): 0.07, atom 44 (H): 0.07, atom 45 (H): 0.09, atom 46 (H): 0.13, atom 47 (F): 0.04, atom 48 (C): -0.28, atom 49 (C): -0.01, atom 50 (C): -0.07, atom 51 (C): -0.08, atom 52 (C): -0.07, atom 53 (C): -0.01, atom 54 (H): 0.12, atom 55 (H): 0.10, atom 56 (H): 0.07, atom 57 (H): 0.11, atom 58 (H): 0.12, atom 59 (F): 0.05, atom 60 (C): -0.29, atom 61 (C): -0.01, atom 62 (C): -0.07, atom 63 (C): -0.09, atom 64 (C): -0.07, atom 65 (C): -0.01, atom 66 (H): 0.12, atom 67 (H): 0.08, atom 68 (H): 0.08, atom 69 (H): 0.08, atom 70 (H): 0.12, atom 71 (F): 0.05, atom 72 (C): -0.30, atom 73 (C): -0.02, atom 74 (C): -0.07, atom 75 (C): -0.09, atom 76 (C): -0.08, atom 77 (C): -0.03, atom 78 (H): 0.10, atom 79 (H): 0.10, atom 80 (H): 0.10, atom 81 (H): 0.11, atom 82 (H): 0.12, atom 83 (F): 0.05, atom 84 (C): -0.29, atom 85 (C): -0.02, atom 86 (C): -0.08, atom 87 (C): -0.09, atom 88 (C): -0.08, atom 89 (C): -0.02, atom 90 (H): 0.12, atom 91 (H): 0.10, atom 92 (H): 0.08, atom 93 (H): 0.10, atom 94 (H): 0.12, atom 95 (F): 0.05, atom 96 (C): -0.29, atom 97 (C): -0.02, atom 98 (C): -0.07, atom 99 (C): -0.09

=====

Entry 2:
Entry from the Open Molecules 2025 dataset: C22H26CrN5O4S as an isolated structure (the ωB97M-V functional and the def2-TZVPD basis).

Geometry as ORCA input:
```
! wB97M-V def2-TZVPD RIJCOSX def2/J DEFGRID3
* xyz 2 4
Cr -0.329 1.140 -0.217
O 3.481 1.728 -1.317
C 2.338 1.824 -0.966
N 1.547 0.858 -0.375
C 2.086 -0.131 0.436
O 2.983 -0.891 0.206
C 1.331 -0.077 1.740
C 1.826 -0.654 2.892
C 1.106 -0.509 4.071
C -0.090 0.191 4.029
C -0.511 0.743 2.832
N 0.183 0.632 1.699
C 1.549 3.108 -1.020
C 2.090 4.275 -1.529
C 1.317 5.428 -1.518
C 0.027 5.358 -1.009
C -0.433 4.154 -0.502
N 0.314 3.049 -0.491
H 2.767 -1.183 2.850
H 1.469 -0.923 5.001
H -0.702 0.318 4.908
H -1.438 1.296 2.781
H 3.099 4.256 -1.913
H 1.715 6.361 -1.890
H -0.618 6.224 -1.001
H -1.431 4.074 -0.090
C -0.108 0.623 -3.396
O -0.736 1.355 -2.340
C -2.051 1.831 -2.643
C -3.021 1.383 -1.565
O -2.465 1.743 -0.294
C -3.410 1.618 0.774
H -0.069 1.240 -4.295
H -0.652 -0.303 -3.598
H 0.905 0.393 -3.073
H -2.386 1.443 -3.606
H -2.014 2.924 -2.688
H -3.184 0.299 -1.596
H -3.975 1.895 -1.719
H -4.325 2.158 0.528
H -2.965 2.072 1.657
H -3.650 0.569 0.962
C 2.149 -4.888 -1.368
C 1.144 -4.311 -0.443
C 0.741 -4.920 0.724
C -0.193 -4.276 1.548
N -0.686 -3.077 1.214
C -0.344 -2.533 0.072
S -1.144 -1.131 -0.522
N 0.576 -3.121 -0.745
C -0.676 -4.892 2.806
H 2.324 -5.931 -1.121
H 3.097 -4.353 -1.269
H 1.831 -4.813 -2.408
H 1.146 -5.883 0.992
H 0.826 -2.644 -1.604
H -0.649 -5.978 2.746
H -1.684 -4.554 3.030
H -0.028 -4.590 3.632
*
```

## Properties
Molecular weight   508.544 g mol⁻¹
LUMO (alpha / beta)   -0.2326 / -0.2311 Eh

Charges obtained by Löwdin population analysis, quoted in units of e: atom 1 (Cr): 0.75, atom 2 (O): 0.17, atom 3 (C): -0.42, atom 4 (N): -0.02, atom 5 (C): -0.43, atom 6 (O): 0.16, atom 7 (C): -0.18, atom 8 (C): 0.05, atom 9 (C): 0.01, atom 10 (C): 0.00, atom 11 (C): -0.06, atom 12 (N): 0.00, atom 13 (C): -0.15, atom 14 (C): 0.05, atom 15 (C): 0.01, atom 16 (C): 0.00, atom 17 (C): -0.08, atom 18 (N): 0.01, atom 19 (H): 0.14, atom 20 (H): 0.13, atom 21 (H): 0.13, atom 22 (H): 0.11, atom 23 (H): 0.14, atom 24 (H): 0.13, atom 25 (H): 0.13, atom 26 (H): 0.13, atom 27 (C): -0.04, atom 28 (O): -0.32, atom 29 (C): -0.13, atom 30 (C): -0.17, atom 31 (O): -0.31, atom 32 (C): -0.03, atom 33 (H): 0.12, atom 34 (H): 0.10, atom 35 (H): 0.10, atom 36 (H): 0.15, atom 37 (H): 0.14, atom 38 (H): 0.11, atom 39 (H): 0.15, atom 40 (H): 0.11, atom 41 (H): 0.09, atom 42 (H): 0.11, atom 43 (C): 0.02, atom 44 (C): -0.22, atom 45 (C): 0.07, atom 46 (C): -0.26, atom 47 (N): 0.14, atom 48 (C): -0.70, atom 49 (S): 0.80, atom 50 (N): 0.14, atom 51 (C): 0.00, atom 52 (H): 0.10, atom 53 (H): 0.11, atom 54 (H): 0.10, atom 55 (H): 0.14, atom 56 (H): 0.16, atom 57 (H): 0.10, atom 58 (H): 0.10, atom 59 (H): 0.10

=====

Entry 3:
Entry from the Open Molecules 2025 dataset: C28H80HfN6O10 as an isolated structure (the ωB97M-V functional and the def2-TZVPD basis).

Geometry as ORCA input:
```
! wB97M-V def2-TZVPD RIJCOSX def2/J DEFGRID3
* xyz 2 1
Hf 1.833 4.274 -2.089
C -1.173 1.058 0.122
C -0.512 1.626 -1.186
O 0.138 2.837 -1.080
H -2.063 1.649 0.339
H -0.573 1.256 1.011
H -1.442 0.003 0.074
H -1.179 1.638 -2.048
H 0.249 0.912 -1.502
C 3.069 0.981 0.175
C 4.061 2.079 -0.232
O 3.666 2.884 -1.297
H 2.678 0.369 -0.638
H 2.229 1.454 0.685
H 3.580 0.348 0.900
H 4.972 1.638 -0.636
H 4.317 2.689 0.635
O 1.968 4.494 0.547
H 1.168 4.415 1.067
H 2.663 4.616 1.193
O 1.657 2.329 -3.667
H 1.928 1.413 -3.722
H 1.077 2.453 -4.419
C 3.162 -4.839 2.764
C 2.062 -3.778 2.536
C 0.919 -4.162 1.594
O 0.204 -2.975 1.238
C -0.767 -3.339 0.296
N 1.548 -3.396 3.842
H 3.669 -5.042 1.820
H 2.773 -5.801 3.097
H 3.892 -4.517 3.507
H 2.502 -2.875 2.113
H 0.277 -4.916 2.049
H 1.377 -4.582 0.699
H -1.626 -3.832 0.751
H -0.322 -3.795 -0.589
H -1.151 -2.384 -0.062
H 0.750 -2.834 3.582
H 1.240 -4.304 4.159
C -0.699 -1.945 6.034
C -1.128 -0.605 5.420
C -0.742 -0.436 3.957
O 0.685 -0.325 4.040
C 1.330 0.277 2.966
N -2.513 -0.375 5.648
H 0.300 -1.832 6.457
H -0.532 -2.674 5.241
H -1.351 -2.319 6.823
H -0.662 0.128 6.080
H -1.156 0.433 3.446
H -1.016 -1.363 3.454
H 1.128 1.347 2.915
H 1.041 -0.132 1.998
H 2.415 0.177 2.988
H -2.618 0.629 5.596
H -2.452 -0.526 6.644
C -1.380 -1.417 -3.632
C -1.137 -2.798 -4.169
C -1.878 -3.103 -5.452
O -1.716 -4.480 -5.792
C -2.576 -4.910 -6.797
N 0.327 -2.899 -4.416
H -0.755 -1.299 -2.747
H -2.351 -1.392 -3.139
H -1.321 -0.581 -4.330
H -1.343 -3.596 -3.456
H -1.495 -2.524 -6.293
H -2.902 -2.810 -5.223
H -2.672 -5.993 -6.722
H -2.232 -4.731 -7.816
H -3.614 -4.641 -6.600
H 0.583 -3.848 -4.648
H 0.624 -2.337 -5.201
C -2.820 4.392 2.551
C -1.310 4.523 2.731
C -0.638 3.687 3.830
O -1.114 4.199 5.152
C -0.004 4.089 6.048
N -0.612 4.447 1.458
H -3.143 3.409 2.207
H -3.248 5.240 2.015
H -3.209 4.363 3.569
H -1.220 5.562 3.045
H 0.437 3.814 3.703
H -0.875 2.635 3.669
H -0.195 4.297 7.101
H 0.675 4.902 5.792
H 0.351 3.063 5.959
H -0.691 3.612 0.895
H -0.981 5.129 0.811
C -3.469 4.078 -5.195
C -3.065 3.315 -3.952
C -4.151 3.277 -2.793
O -4.440 4.613 -2.312
C -5.505 4.615 -1.249
N -2.674 1.983 -4.252
H -3.849 5.073 -4.960
H -4.299 3.499 -5.599
H -2.582 4.163 -5.823
H -2.225 3.801 -3.456
H -3.786 2.637 -1.990
H -5.090 2.921 -3.219
H -5.766 5.635 -0.967
H -5.114 4.136 -0.351
H -6.445 4.137 -1.525
H -2.328 1.555 -3.405
H -3.384 1.283 -4.408
C 3.704 -3.831 -2.634
C 2.944 -3.031 -1.568
C 3.980 -2.417 -0.559
O 4.600 -3.421 0.298
C 5.506 -2.907 1.241
N 2.205 -1.952 -2.205
H 3.061 -4.498 -3.208
H 4.307 -4.528 -2.051
H 4.333 -3.254 -3.311
H 2.321 -3.779 -1.077
H 3.558 -1.629 0.064
H 4.708 -1.879 -1.166
H 5.846 -3.651 1.962
H 5.060 -2.090 1.807
H 6.410 -2.527 0.764
H 1.671 -1.535 -1.456
H 1.545 -2.301 -2.885
*
```

## Properties
Molecular weight   839.470 g mol⁻¹
LUMO   -0.3817 Eh

These are the Löwdin partial charges, in e, on atoms 1 to 99: atom 1 (Hf): 2.20, atom 2 (C): -0.01, atom 3 (C): -0.34, atom 4 (O): -0.32, atom 5 (H): 0.07, atom 6 (H): 0.05, atom 7 (H): 0.08, atom 8 (H): 0.08, atom 9 (H): 0.09, atom 10 (C): -0.06, atom 11 (C): -0.32, atom 12 (O): -0.30, atom 13 (H): 0.06, atom 14 (H): 0.05, atom 15 (H): 0.08, atom 16 (H): 0.14, atom 17 (H): 0.12, atom 18 (O): -0.09, atom 19 (H): -0.01, atom 20 (H): 0.08, atom 21 (O): -0.06, atom 22 (H): 0.10, atom 23 (H): 0.09, atom 24 (C): -0.05, atom 25 (C): -0.43, atom 26 (C): -0.19, atom 27 (O): -0.20, atom 28 (C): -0.12, atom 29 (N): 0.06, atom 30 (H): 0.06, atom 31 (H): 0.08, atom 32 (H): 0.08, atom 33 (H): 0.12, atom 34 (H): 0.14, atom 35 (H): 0.11, atom 36 (H): 0.10, atom 37 (H): 0.09, atom 38 (H): 0.06, atom 39 (H): 0.03, atom 40 (H): 0.08, atom 41 (C): -0.03, atom 42 (C): -0.47, atom 43 (C): -0.16, atom 44 (O): -0.18, atom 45 (C): -0.14, atom 46 (N): 0.04, atom 47 (H): 0.09, atom 48 (H): 0.06, atom 49 (H): 0.09, atom 50 (H): 0.13, atom 51 (H): 0.10, atom 52 (H): 0.12, atom 53 (H): 0.06, atom 54 (H): 0.07, atom 55 (H): 0.09, atom 56 (H): 0.07, atom 57 (H): 0.07, atom 58 (C): -0.08, atom 59 (C): -0.41, atom 60 (C): -0.21, atom 61 (O): -0.17, atom 62 (C): -0.12, atom 63 (N): 0.03, atom 64 (H): 0.05, atom 65 (H): 0.08, atom 66 (H): 0.07, atom 67 (H): 0.15, atom 68 (H): 0.13, atom 69 (H): 0.13, atom 70 (H): 0.09, atom 71 (H): 0.09, atom 72 (H): 0.09, atom 73 (H): 0.08, atom 74 (H): 0.08, atom 75 (C): -0.04, atom 76 (C): -0.41, atom 77 (C): -0.15, atom 78 (O): -0.18, atom 79 (C): -0.10, atom 80 (N): 0.03, atom 81 (H): 0.07, atom 82 (H): 0.08, atom 83 (H): 0.09, atom 84 (H): 0.14, atom 85 (H): 0.11, atom 86 (H): 0.10, atom 87 (H): 0.09, atom 88 (H): 0.09, atom 89 (H): 0.09, atom 90 (H): 0.04, atom 91 (H): 0.09, atom 92 (C): -0.04, atom 93 (C): -0.47, atom 94 (C): -0.18, atom 95 (O): -0.21, atom 96 (C): -0.05, atom 97 (N): 0.03, atom 98 (H): 0.08, atom 99 (H): 0.09